Record 1
16
Properties=species:S:1:pos:R:3:forces:R:3 method="wB97M-V/def2-TZVPD" relative_energy_kj_mol=55.0 homo_energy_ha=-0.39549
C -0.366119 -0.463839 -1.245277 0.044 -0.054 -0.188
C -0.352470 0.898882 -0.511238 -0.034 0.208 -0.068
C -1.230065 0.206727 0.559676 -0.132 0.053 0.154
C -0.350836 -1.015825 0.199324 -0.018 -0.216 0.069
C 1.037287 -0.573059 0.687728 0.065 -0.073 0.057
C 1.014601 0.901565 0.189395 0.055 0.090 -0.012
H 0.472790 -0.715181 -1.905292 -0.081 0.063 0.122
H -1.315544 -0.650053 -1.757291 0.133 0.037 0.104
H -0.661384 1.821434 -1.008942 0.031 -0.136 0.100
H -2.271870 0.088955 0.247422 0.161 -0.009 0.014
H -1.179837 0.592151 1.585332 -0.009 -0.062 -0.145
H -0.660341 -2.037943 0.431662 0.048 0.160 -0.047
H 1.838590 -1.155668 0.220893 -0.119 0.060 0.061
H 1.150009 -0.658739 1.773447 -0.050 0.041 -0.141
H 1.844246 1.140450 -0.483552 -0.129 -0.060 0.056
H 1.030943 1.620143 1.016713 0.035 -0.103 -0.137


Record 2
26
Properties=species:S:1:pos:R:3:forces:R:3 method="wB97M-V/def2-TZVPD" charge=+1 relative_energy_kj_mol=539.4 homo_energy_ha=-0.44906
C 2.901529 -0.658931 0.056938 2.515 1.463 0.048
C 2.309711 -1.805107 -0.239734 3.254 -1.487 -0.118
C 0.940343 -1.918363 -0.325366 -5.561 -0.419 0.897
C 0.063754 -1.381364 0.586115 2.401 1.555 0.376
N -1.258906 -0.866469 0.272748 1.162 0.901 0.544
C -2.372300 -1.486314 -0.114704 0.251 2.119 1.112
C -3.346850 -0.536440 -0.384199 2.208 0.160 0.152
C -2.744732 0.692195 -0.186352 0.990 -1.652 -0.321
N -1.461195 0.520313 0.234181 -2.084 -1.963 -0.838
C -0.574343 1.535224 0.762564 3.219 -3.235 0.830
C 0.301792 2.144599 -0.314748 0.411 -1.035 -0.479
C 1.485715 1.214241 -0.693488 -0.650 -1.171 -0.846
C 2.195043 0.617118 0.298234 0.654 -0.497 -2.316
H 4.043552 -0.584295 0.146579 -1.727 -0.449 -0.173
H 2.969138 -2.668650 -0.475101 -0.676 0.565 0.165
H 0.402156 -2.526483 -1.041115 0.550 0.059 -0.906
H 0.615192 -0.866313 1.437833 -1.497 -0.755 -0.869
H -2.432578 -2.470291 0.178622 -0.216 -2.352 -0.371
H -4.241493 -0.745991 -0.844106 -2.016 -0.187 -0.550
H -3.135023 1.593058 -0.553019 -0.233 1.454 0.315
H 0.191041 0.897217 1.451284 -2.216 2.083 -1.033
H -1.199825 2.186298 1.305393 -0.369 0.986 0.707
H 0.658363 3.018608 0.140439 0.645 1.646 0.256
H -0.352136 2.378377 -1.145840 0.281 0.310 -0.415
H 1.571944 0.800545 -1.845712 -0.356 0.944 3.286
H 2.470112 0.917216 1.292561 -0.940 0.958 0.547


Number 1: Kohn-Sham gap 11.940 eV. Number 2: Kohn-Sham gap 8.512 eV.